Entry from the OMol25 dataset: a 2-piece molecular cluster, C5H6FN overall at a distorted geometry (ωB97M-V/def2-TZVPD).

Last column: Löwdin spin population.
Geometry (Å):
C1 -0.79 -0.81 -1.97  0.107
C2 0.85 0.90 -0.92  0.087
C3 0.13 -0.07 -1.29  0.506
C4 1.37 1.09 0.50  0.032
C5 -1.36 -1.28 1.10  0.694
N1 -1.57 -1.40 -2.60  0.265
F1 -0.39 -1.06 1.97  0.180
H1 1.04 1.71 -1.65  0.038
H2 0.47 1.08 1.08  -0.001
H3 2.12 0.50 0.88  0.000
H4 1.65 2.16 0.71  0.002
H5 -1.51 -2.29 0.93  0.046
H6 -2.02 -0.53 1.25  0.047

**ΔE to the lowest compared entry with this formula, charge and spin**: 11.9 kJ/mol
**Spin multiplicity**: 3
**Net charge**: 0
**Frontier orbital gap (spin up / spin down)**: 8.81 / 9.10 eV